1.
Entry from OMol25: C27H25AuI2N2O2S as an isolated structure (ωB97M-V/def2-TZVPD).

Geometry as ORCA input:
```
! wB97M-V def2-TZVPD RIJCOSX def2/J DEFGRID3
* xyz 2 3
Au 0.7927 1.4215 -1.3632
I 6.6530 -1.0498 2.4413
C 5.4077 -0.2308 1.0443
C 5.4876 -0.6472 -0.2919
C 4.6372 -0.1052 -1.2165
I 4.7033 -0.6916 -3.1926
C 3.6414 0.8691 -0.8154
O 2.8282 1.3129 -1.6953
C 3.6281 1.3359 0.5533
C 2.7611 2.5080 0.9256
N 1.3241 2.1787 0.9658
C 0.4947 3.3713 1.1435
C 0.4927 4.2510 -0.0963
C 0.3283 5.6219 0.0075
C 0.3250 6.3935 -1.1429
C 0.5001 5.7815 -2.3747
C 0.6569 4.4121 -2.4117
N 0.6483 3.6759 -1.2896
C 4.4880 0.7782 1.4464
H 6.2143 -1.3900 -0.5909
H 3.0996 2.9223 1.8789
H 2.8906 3.2838 0.1690
H 1.1394 1.5144 1.7084
H -0.5272 3.0540 1.3611
H 0.8361 3.9766 1.9874
H 0.2068 6.0730 0.9842
H 0.1956 7.4656 -1.0774
H 0.5174 6.3505 -3.2936
H 0.7900 3.8822 -3.3449
H 4.5063 1.1330 2.4696
O -1.2278 1.0688 -1.4569
S -2.0009 -0.2036 -1.0134
C -1.3469 -0.6117 0.6302
C -2.2492 -1.5063 1.4345
C -3.4947 -1.0383 1.8428
C -4.3328 -1.8491 2.5907
C -3.9241 -3.1286 2.9431
C -2.6781 -3.5925 2.5486
C -1.8432 -2.7844 1.7912
C -1.3143 -1.5161 -2.0427
C -1.7755 -2.8816 -1.6154
C -0.8372 -3.8678 -1.3400
C -1.2510 -5.1401 -0.9673
C -2.6035 -5.4225 -0.8549
C -3.5439 -4.4378 -1.1289
C -3.1325 -3.1733 -1.5174
H -1.2823 0.3884 1.0717
H -0.3430 -1.0238 0.4900
H -3.8157 -0.0372 1.5701
H -5.3008 -1.4826 2.9056
H -4.5770 -3.7611 3.5303
H -2.3566 -4.5877 2.8272
H -0.8762 -3.1549 1.4732
H -0.2276 -1.4011 -1.9768
H -1.6358 -1.2587 -3.0536
H 0.2219 -3.6488 -1.4338
H -0.5159 -5.9103 -0.7706
H -2.9271 -6.4142 -0.5666
H -4.6003 -4.6595 -1.0507
H -3.8749 -2.4162 -1.7498
*
```

Max |F|: 0.31 eV/A
HOMO (spin up / spin down): -13.64 / -13.64 eV

These are the natural (NBO) partial charges, in e, on atoms 1 to 4:
1 Au 1.262
2 I 0.415
3 C -0.110
4 C -0.267



2.
Entry from OMol25: a 10-piece molecular cluster, C20H60O20 overall in a non-equilibrium geometry (ωB97M-V/def2-TZVPD).

Geometry as ORCA input:
```
! wB97M-V def2-TZVPD RIJCOSX def2/J DEFGRID3
* xyz 0 1
C -15.9899 -18.4763 -2.9844
C -15.6730 -18.9570 -1.5740
O -15.7774 -17.8263 -0.7212
O -17.3312 -18.1264 -3.0155
H -15.7192 -19.3036 -3.6348
H -15.4502 -17.5960 -3.3442
H -14.7243 -19.4580 -1.4743
H -16.4093 -19.7402 -1.3346
H -16.1596 -17.0426 -1.1916
H -17.9507 -18.8499 -2.8961
C -13.1336 -16.0024 -2.9425
C -12.1508 -17.1308 -3.0561
O -12.8840 -18.2113 -3.7140
O -13.4243 -15.4884 -4.2213
H -12.6506 -15.2238 -2.3246
H -13.9910 -16.2751 -2.3490
H -11.8567 -17.3450 -2.0119
H -11.2881 -16.9738 -3.6776
H -12.4011 -19.0135 -3.7397
H -14.1339 -16.0058 -4.6129
C -9.8812 -13.2731 -3.1880
C -9.5103 -12.7095 -1.8650
O -10.3548 -11.7335 -1.4648
O -11.2521 -13.7010 -3.1913
H -9.2345 -14.1571 -3.3852
H -9.7304 -12.5317 -3.9163
H -8.4703 -12.2708 -1.9728
H -9.4847 -13.4999 -1.0898
H -11.0443 -11.9844 -0.8022
H -11.3632 -14.1078 -4.1004
C -12.6051 -8.3219 1.3640
C -12.0538 -9.2671 0.2616
O -10.6722 -9.4071 0.4591
O -12.8082 -9.0469 2.6247
H -13.5704 -7.9117 1.0675
H -11.9564 -7.4100 1.5066
H -12.2437 -8.7156 -0.7090
H -12.5700 -10.2196 0.1909
H -10.2085 -9.9695 -0.1697
H -11.8647 -9.2142 2.7832
C -18.3031 -15.2168 -0.8994
C -17.6850 -14.1429 -0.0244
O -18.2302 -12.8481 -0.2657
O -17.4128 -15.3614 -2.1082
H -19.3344 -14.9134 -1.1556
H -18.5243 -16.1094 -0.2572
H -16.6200 -14.0751 -0.2475
H -17.8195 -14.4598 0.9832
H -17.8192 -12.4095 -1.0413
H -17.6774 -16.1255 -2.6964
C -11.5314 -15.8251 4.8133
C -10.1363 -15.4007 4.4109
O -9.8569 -15.8605 3.0692
O -11.7085 -17.1865 4.2418
H -12.2939 -15.1823 4.3879
H -11.7436 -15.7653 5.8910
H -9.3613 -15.8783 4.9958
H -10.0157 -14.3429 4.4644
H -10.2427 -16.7460 3.0942
H -12.6350 -17.2928 4.0810
C -14.1946 -11.4534 -1.9619
C -14.8980 -12.7649 -2.2214
O -16.2830 -12.4533 -2.6053
O -14.2500 -10.4042 -2.9295
H -13.1555 -11.5498 -1.7008
H -14.8240 -11.1205 -1.0701
H -14.9151 -13.4478 -1.4206
H -14.2751 -13.2433 -3.0457
H -16.5801 -13.2430 -3.0844
H -15.1439 -10.2786 -3.2454
C -15.5800 -12.0314 3.4100
C -15.0126 -11.9494 2.0602
O -13.6325 -11.5699 2.0479
O -14.8443 -13.0170 4.2818
H -16.6515 -12.2603 3.4162
H -15.4075 -11.0158 3.9199
H -15.7540 -11.3336 1.5142
H -15.0416 -13.0028 1.7391
H -13.5528 -10.5866 2.1836
H -14.0472 -13.2207 3.7261
C -16.4624 -17.1556 2.9242
C -16.3641 -16.2434 4.1623
O -15.0081 -16.0038 4.4903
O -15.9176 -16.5269 1.7162
H -17.5228 -17.3813 2.7862
H -16.0278 -18.1089 3.1599
H -16.9108 -16.7474 4.9260
H -16.7980 -15.2893 4.0307
H -14.8482 -15.1709 4.8611
H -15.7583 -17.2276 1.0545
C -12.7473 -15.1547 1.1741
C -11.7501 -14.1935 0.7159
O -12.3701 -13.0609 0.1169
O -13.4619 -14.6597 2.3007
H -12.2853 -16.1559 1.3366
H -13.3746 -15.2346 0.2934
H -11.0382 -14.5740 -0.0580
H -11.0257 -13.9597 1.5366
H -12.6989 -12.6009 0.9148
H -14.2542 -15.2209 2.4640
*
```

SMILES: OCCO.OCCO.OCCO.OCCO.OCCO.OCCO.OCCO.OCCO.OCCO.OCCO
Max |F|: 3.98 eV/A
Energy above the lowest of the compared OMol25 structures with the same formula, charge and spin: 44.17 kcal/mol
HOMO: -9.51 eV

These are the Löwdin partial charges, in e, on atoms 1 to 4:
1 C -0.252
2 C -0.201
3 O -0.092
4 O -0.064



3.
Entry from OMol25: a 15-piece molecular cluster, C30H61Br28F3N3 overall in a non-equilibrium geometry (ωB97M-V/def2-TZVPD).

Geometry as ORCA input:
```
! wB97M-V def2-TZVPD RIJCOSX def2/J DEFGRID3
* xyz 1 1
N 1.4150 8.1747 0.6720
C 1.4414 7.0505 -0.0407
N 0.5625 6.9464 -1.0483
N 2.2807 5.9576 0.1949
C 2.3215 5.5425 1.5775
F 1.0574 5.4370 2.0084
F 2.9522 6.4102 2.3836
F 2.9253 4.3841 1.6606
H 0.6465 8.2346 1.3337
H 2.3085 8.4325 1.0789
H 0.6239 7.6281 -1.7924
H -0.1311 6.2111 -1.0566
H 3.2205 6.0789 -0.1796
Br 1.1088 2.5767 -0.2892
C 0.3193 2.3024 1.4749
C -0.6794 1.1836 1.4588
Br -2.3638 1.7334 0.6397
H -0.1142 3.2467 1.7811
H 1.1538 2.0560 2.1292
H -0.9373 0.8905 2.4744
H -0.3329 0.3124 0.9110
Br -4.6850 -3.3474 -0.8406
C -3.6196 -1.7245 -0.8500
C -2.2410 -1.9676 -1.4010
Br -1.1136 -2.8563 -0.0872
H -3.6114 -1.3494 0.1690
H -4.1660 -1.0300 -1.4857
H -1.7419 -1.0252 -1.6134
H -2.2395 -2.5826 -2.2948
Br 0.3587 1.7440 5.2325
C 1.3661 3.4082 5.2050
C 2.7640 3.1926 4.6861
Br 3.8958 2.3488 6.0210
H 1.3470 3.8053 6.2143
H 0.8096 4.0743 4.5463
H 3.2415 4.1453 4.4629
H 2.7930 2.5587 3.8044
Br -5.5335 2.2500 -5.9589
C -5.6249 1.4883 -4.1715
C -4.3245 1.6621 -3.4348
Br -2.9844 0.3996 -4.0714
H -5.9062 0.4443 -4.2884
H -6.4265 2.0278 -3.6706
H -4.4476 1.4429 -2.3752
H -3.9027 2.6550 -3.5497
Br 2.1528 -1.1522 3.7094
C 1.7878 -3.0677 3.7173
C 0.5249 -3.3682 2.9636
Br -1.0557 -2.9071 4.0060
H 1.7510 -3.3807 4.7560
H 2.6460 -3.5272 3.2326
H 0.4326 -4.4338 2.7643
H 0.4593 -2.8169 2.0330
Br -5.5016 -2.8705 2.9948
C -5.9471 -4.7611 2.9048
C -7.2244 -4.9913 2.1440
Br -8.7873 -4.5309 3.2087
H -5.9909 -5.1229 3.9264
H -5.1088 -5.2280 2.3915
H -7.3406 -6.0462 1.9056
H -7.2810 -4.4056 1.2323
Br 6.8125 -1.0834 -0.2211
C 6.1088 -2.2695 1.1529
C 5.7378 -3.6133 0.5875
Br 4.0597 -3.5337 -0.4033
H 5.2692 -1.7568 1.6087
H 6.9097 -2.3695 1.8819
H 5.5649 -4.3285 1.3885
H 6.4862 -4.0090 -0.0918
Br -1.2770 -0.9297 7.3605
C -1.2680 -0.1747 9.1506
C 0.0522 0.4908 9.4272
Br 1.4504 -0.8205 9.7528
H -1.4938 -0.9852 9.8352
H -2.0755 0.5536 9.1757
H 0.0002 1.0978 10.3284
H 0.3934 1.1026 8.5979
Br -6.5048 -1.9570 -4.2009
C -5.9166 -3.4696 -5.2734
C -4.5907 -3.1887 -5.9275
Br -4.7798 -1.9934 -7.4493
H -6.7087 -3.6781 -5.9845
H -5.8303 -4.3001 -4.5757
H -4.1647 -4.1044 -6.3319
H -3.8771 -2.7252 -5.2532
Br -7.2314 -4.6211 -11.5137
C -6.1570 -2.9986 -11.5199
C -4.7816 -3.2455 -12.0789
Br -3.6463 -4.1625 -10.7925
H -6.1359 -2.6319 -10.4986
H -6.7022 -2.2959 -12.1461
H -4.2794 -2.3027 -12.2843
H -4.7921 -3.8517 -12.9783
Br 3.8472 -2.2632 6.5901
C 3.9784 -3.1048 8.3426
C 5.3286 -2.8824 8.9672
Br 6.6863 -4.0261 8.1687
H 3.7437 -4.1548 8.2051
H 3.1978 -2.6337 8.9357
H 5.3094 -3.1526 10.0206
H 5.6772 -1.8605 8.8626
Br 0.3785 10.9688 -1.4932
C 0.2284 11.8597 0.2344
C 1.5478 12.4285 0.6818
Br 2.7461 11.0395 1.3438
H -0.1758 11.1323 0.9300
H -0.4974 12.6551 0.0837
H 1.4081 13.1062 1.5205
H 2.0786 12.9420 -0.1124
Br 6.1276 -4.3519 -5.6290
C 6.2600 -3.5638 -3.8523
C 7.6005 -2.9139 -3.6433
Br 8.9908 -4.2368 -3.3175
H 6.0553 -4.3558 -3.1395
H 5.4632 -2.8246 -3.8047
H 7.5914 -2.2890 -2.7540
H 7.9204 -2.3239 -4.4958
Br 2.0785 -4.6970 -3.8436
C 1.5347 -4.6266 -5.7108
C 1.7041 -3.2454 -6.2812
Br 0.2841 -2.0451 -5.6997
H 0.5118 -4.9842 -5.7598
H 2.1878 -5.3311 -6.2211
H 1.6264 -3.2664 -7.3658
H 2.6451 -2.7871 -5.9961
*
```

Max |F|: 1.58 eV/A
HOMO: -10.88 eV

These are the Löwdin partial charges, in e, on atoms 1 to 4:
1 N 0.206
2 C -0.369
3 N 0.255
4 N 0.199



4.
Entry from OMol25: C23H15IN2O4Sc as an isolated structure (ωB97M-V/def2-TZVPD).

Geometry as ORCA input:
```
! wB97M-V def2-TZVPD RIJCOSX def2/J DEFGRID3
* xyz -1 1
Sc -1.2747 0.7581 0.3273
O -4.6852 -1.3878 -0.8023
C -3.5765 -0.9030 -0.6469
O -3.2590 0.1413 0.0240
C -2.3883 -1.5945 -1.3224
C -2.6036 -2.6875 -2.1885
C -1.5290 -3.2591 -2.7957
C -0.2320 -2.7435 -2.5613
C 0.9262 -3.2680 -3.1819
C 2.1480 -2.7082 -2.9434
C 2.2657 -1.5988 -2.0771
C 1.1692 -1.0774 -1.4532
C -0.1041 -1.6475 -1.6824
N -1.1987 -1.1067 -1.0659
H -3.6188 -3.0256 -2.3344
H -1.6487 -4.1000 -3.4698
H 0.8207 -4.1107 -3.8553
H 3.0308 -3.1038 -3.4297
H 3.2341 -1.1416 -1.9208
H 1.2300 -0.1971 -0.8237
N -0.1991 1.7694 -0.7872
C 0.5055 2.2899 -1.8081
C -0.0805 2.5922 -3.0666
C 0.6623 3.0861 -4.1225
C 2.0309 3.3160 -3.9991
C 2.6334 3.0379 -2.7757
C 1.9003 2.5432 -1.7114
H -1.1450 2.4173 -3.1767
H 0.1661 3.2968 -5.0649
H 2.6078 3.7040 -4.8294
H 3.6975 3.2136 -2.6498
H 2.3791 2.3401 -0.7593
I 0.4783 0.0314 9.0507
C 0.0772 0.2113 7.0046
C 0.6199 -0.7114 6.1229
C 0.3491 -0.5867 4.7686
C -0.4524 0.4478 4.3058
C -0.9869 1.3639 5.2019
C -0.7257 1.2506 6.5589
C -0.7449 0.5768 2.8399
O -1.4588 1.5348 2.4400
O -0.2692 -0.2825 2.0436
H 1.2443 -1.5156 6.4867
H 0.7545 -1.2889 4.0526
H -1.6081 2.1620 4.8182
H -1.1417 1.9614 7.2595
*
```

Max |F|: 0.29 eV/A
Energy above the lowest of the compared OMol25 structures with the same formula, charge and spin: 0.00 kcal/mol
HOMO: -3.50 eV

These are the natural (NBO) partial charges, in e, on atoms 1 to 4:
1 Sc 1.698
2 O -0.647
3 C 0.756
4 O -0.787